Computed, not measured: a 3-piece molecular cluster, C2H9NO4 overall at a distorted geometry, with the ωB97M-V functional and the def2-TZVPD basis.

Each line ends with the natural charge from an NBO analysis.
Cartesian coordinates (Å):
C (-2.330, -1.660, 1.159)  -0.4116
N (-1.714, -2.190, -0.043)  -0.6323
C (-2.130, -1.922, -1.298)  0.8715
O (-1.693, -2.466, -2.281)  -0.6342
O (-2.999, -0.872, -1.325)  -0.7111
H (-3.355, -2.012, 1.300)  0.1939
H (-2.321, -0.572, 1.088)  0.2083
H (-1.807, -1.965, 2.059)  0.2061
H (-0.987, -2.865, 0.111)  0.4079
H (-3.586, -1.006, -2.090)  0.5016
O (1.616, 3.750, -1.480)  -0.9280
H (0.962, 4.444, -1.544)  0.4650
H (1.813, 3.752, -0.533)  0.4630
O (6.514, 1.692, 1.536)  -0.9344
H (5.857, 1.417, 2.199)  0.4677
H (6.163, 2.475, 1.143)  0.4667

Atoms 1-3, force components in eV/Å:
C -0.4 0.5 -0.2
N -0.1 -0.2 1.2
C 0.9 0.2 0.0

Output
Energy relative to the best compared isomer or geometry (same formula, charge and spin): 10.0 kcal/mol
E_HOMO: -9.84 eV
Structure (SMILES): CNC(=O)O.O.O
Gap between HOMO and LUMO: 10.37 eV



Computed, not measured: a 2-piece molecular cluster, C2H9NOS2 overall at a distorted geometry, with the ωB97M-V functional and the def2-TZVPD basis.

Each line ends with the natural charge from an NBO analysis.
Cartesian coordinates (Å):
C (0.668, 2.588, 2.791)  -0.7736
S (0.318, 1.143, 1.793)  0.1330
S (-1.067, 2.011, 0.487)  -0.1640
H (-0.173, 3.216, 3.089)  0.2347
H (1.513, 3.205, 2.472)  0.2192
H (1.064, 2.152, 3.709)  0.2257
H (-0.282, 2.879, -0.198)  0.1265
N (-0.022, -3.260, -1.519)  -0.8595
C (-0.690, -2.012, -1.922)  0.0648
O (0.350, -0.999, -1.865)  -0.7431
H (0.485, -3.609, -2.311)  0.3698
H (0.361, -3.172, -0.597)  0.3750
H (-1.020, -2.207, -2.939)  0.1671
H (-1.335, -1.758, -1.075)  0.1658
H (-0.170, -0.178, -1.915)  0.4587

Atoms 1-3, force components in eV/Å:
C 0.9 0.0 1.3
S -0.6 0.9 -0.8
S 0.2 -0.2 0.0

Output
Energy relative to the best compared isomer or geometry (same formula, charge and spin): 21.9 kcal/mol
E_HOMO: -9.04 eV
Structure (SMILES): CSS.NCO
Gap between HOMO and LUMO: 9.42 eV



Computed, not measured: a 2-piece molecular cluster, C2H9NOS2 overall at a distorted geometry, with the ωB97M-V functional and the def2-TZVPD basis.

Each line ends with the natural charge from an NBO analysis.
Cartesian coordinates (Å):
C (-2.235, 1.871, -0.339)  -0.7419
S (-0.824, 0.923, 0.282)  0.0656
S (-0.475, 1.974, 1.895)  -0.0822
H (-3.116, 2.071, 0.392)  0.2212
H (-1.906, 2.891, -0.404)  0.2276
H (-2.611, 1.276, -1.079)  0.2298
H (-0.318, 1.071, 2.623)  0.0859
N (2.305, -0.820, -0.294)  -0.8751
C (1.484, -2.010, -0.257)  0.0860
O (0.312, -1.685, -1.041)  -0.7432
H (3.041, -0.715, -1.063)  0.3741
H (1.620, -0.039, -0.408)  0.3747
H (1.100, -2.316, 0.735)  0.1455
H (2.028, -2.868, -0.666)  0.1645
H (-0.404, -1.625, -0.375)  0.4675

Atoms 1-3, force components in eV/Å:
C -0.9 1.3 4.2
S -0.8 -1.0 -1.6
S -0.1 6.7 -2.2

Output
Energy relative to the best compared isomer or geometry (same formula, charge and spin): 46.6 kcal/mol
E_HOMO: -8.55 eV
Structure (SMILES): CSS.NCO
Gap between HOMO and LUMO: 9.22 eV



Computed, not measured: an isolated ion of composition C2H9NP and charge +1 at a distorted geometry, with the ωB97M-V functional and the def2-TZVPD basis.

Each line ends with the natural charge from an NBO analysis.
Cartesian coordinates (Å):
C (0.834, -0.899, 0.607)  -0.6242
C (-0.084, -0.304, -0.523)  -0.2888
N (-1.368, 0.169, 0.095)  -0.6964
P (0.734, 1.278, -1.304)  0.3630
H (0.954, -0.003, 1.281)  0.2179
H (1.789, -1.018, 0.231)  0.2453
H (0.379, -1.861, 0.995)  0.2385
H (-0.301, -1.076, -1.255)  0.2409
H (-2.009, 0.589, -0.534)  0.4384
H (-1.844, -0.703, 0.360)  0.4453
H (-1.150, 0.887, 0.919)  0.4682
H (1.861, 0.809, -0.601)  -0.0023
H (0.206, 2.131, -0.273)  -0.0458

Atoms 1-3, force components in eV/Å:
C -3.3 1.4 0.3
C 1.4 0.8 0.1
N 0.8 -0.4 2.4

Output
Total charge: +1
Energy relative to the best compared isomer or geometry (same formula, charge and spin): 5.3 kcal/mol
E_HOMO: -14.41 eV
Structure (SMILES): C[C@@H]([NH3+])P
Gap between HOMO and LUMO: 10.46 eV



Computed, not measured: a 2-piece molecular cluster, C2H9NP overall at a distorted geometry, with the ωB97M-V functional and the def2-TZVPD basis.

Each line ends with the natural charge from an NBO analysis.
Cartesian coordinates (Å):
C (0.894, 1.745, 0.922)  -1.0269
C (-0.270, -0.623, -1.040)  -0.2102
N (-0.341, -1.989, -0.449)  -0.7454
P (-0.646, 0.734, 1.092)  0.3766
H (1.357, 2.122, -0.112)  0.2763
H (1.808, 1.230, 1.443)  0.2602
H (0.718, 2.699, 1.436)  0.2649
H (0.634, -0.424, -1.485)  0.1935
H (-1.287, -0.363, -1.598)  0.2267
H (-0.083, -2.776, -1.071)  0.4469
H (0.317, -1.949, 0.372)  0.4607
H (-1.371, -2.104, -0.250)  0.4619
H (-1.731, 1.698, 0.740)  0.0147

Atoms 1-3, force components in eV/Å:
C 2.2 0.6 -0.3
C -4.1 -1.4 -2.0
N -0.5 0.5 0.0

Output
Total charge: +1
Energy relative to the best compared isomer or geometry (same formula, charge and spin): 3.8 kcal/mol
E_HOMO (spin up / spin down): -11.01 / -14.06 eV
Multiplicity: 3
Gap between HOMO and LUMO (spin up / spin down): 7.25 / 7.44 eV



Computed, not measured: C2H9NPS as an isolated structure at a distorted geometry, with the ωB97M-V functional and the def2-TZVPD basis.

Each line ends with the natural charge from an NBO analysis.
Cartesian coordinates (Å):
C (0.884, -1.236, 0.491)  -0.6591
C (-0.370, -0.646, -0.225)  -0.3649
N (0.090, 0.400, -1.255)  -0.7950
P (-1.681, 0.166, 0.872)  0.6189
S (-0.245, 2.299, 0.830)  -0.2162
H (1.390, -0.593, 1.202)  0.2437
H (1.560, -1.451, -0.406)  0.2258
H (0.694, -2.307, 0.878)  0.2710
H (-1.025, -1.457, -0.784)  0.2656
H (0.167, 1.329, -0.586)  0.3770
H (1.135, 0.470, -1.293)  0.4405
H (-0.403, 0.313, -2.149)  0.4565
H (-1.072, -0.318, 2.064)  -0.0045
H (-1.123, 3.031, 0.361)  0.1406

Atoms 1-3, force components in eV/Å:
C -0.3 -2.3 -2.4
C -0.6 -1.0 -0.7
N 1.5 -0.6 1.6

Output
Total charge: +1
Energy relative to the best compared isomer or geometry (same formula, charge and spin): 39.4 kcal/mol
E_HOMO: -14.42 eV
Gap between HOMO and LUMO: 9.20 eV



Computed, not measured: C2H9O2 as an isolated structure at a distorted geometry, with the ωB97M-V functional and the def2-TZVPD basis.

Each line ends with the natural charge from an NBO analysis.
Cartesian coordinates (Å):
O (1.627, 1.591, -1.395)  -0.9431
H (0.723, -0.875, -0.998)  0.4727
H (2.577, 1.461, -1.322)  0.4909
H (1.488, 2.549, -1.418)  0.4863
C (-0.353, -0.921, 1.232)  -0.3628
O (0.234, -0.277, -0.414)  -0.9071
C (-1.861, -0.725, 0.878)  -0.6492
H (-0.135, -0.458, 2.157)  0.1542
H (-0.074, -2.034, 1.323)  0.1551
H (0.496, 0.712, -0.639)  0.5145
H (-1.977, -1.454, 0.058)  0.2050
H (-1.917, 0.349, 0.588)  0.1868
H (-2.569, -0.758, 1.663)  0.1967

Atoms 1-3, force components in eV/Å:
O 0.2 1.1 -0.4
H 0.2 0.3 -0.2
H 0.1 0.0 0.1

Output
Energy relative to the best compared isomer or geometry (same formula, charge and spin): 4.9 kcal/mol
E_HOMO (spin up / spin down): -4.92 / -10.62 eV
Multiplicity: 2
Gap between HOMO and LUMO (spin up / spin down): 5.25 / 10.80 eV



Computed, not measured: a 2-piece molecular cluster, C2H9O2 overall at a distorted geometry, with the ωB97M-V functional and the def2-TZVPD basis.

Each line ends with the natural charge from an NBO analysis.
Cartesian coordinates (Å):
O (-0.342, -2.689, -0.189)  -0.9393
H (-0.314, 2.613, -0.899)  0.5704
H (0.430, -3.176, -0.308)  0.4705
H (-0.691, -3.194, 0.501)  0.4744
C (0.245, 0.473, -0.362)  -0.0176
O (0.410, 1.976, -0.981)  -0.7077
C (-0.357, 0.623, 0.987)  -0.6997
H (1.311, -0.146, -0.373)  0.2600
H (-0.373, -0.108, -0.882)  0.2186
H (1.144, 2.135, -1.642)  0.5785
H (-1.386, 0.888, 1.052)  0.2495
H (0.338, 1.108, 1.674)  0.2460
H (-0.416, -0.503, 1.421)  0.2964

Atoms 1-3, force components in eV/Å:
O -0.8 2.1 -0.9
H 0.0 0.0 -0.2
H 2.5 -1.1 -1.0

Output
Total charge: +1
Energy relative to the best compared isomer or geometry (same formula, charge and spin): 46.1 kcal/mol
E_HOMO: -15.36 eV
Gap between HOMO and LUMO: 11.02 eV



Computed, not measured: C2H9O3Ti3 as an isolated structure at a distorted geometry, with the ωB97M-V functional and the def2-TZVPD basis.

Each line ends with the natural charge from an NBO analysis.
Cartesian coordinates (Å):
Ti (7.264, -0.627, -26.002)  0.9728
Ti (7.999, -2.006, -31.024)  1.0716
Ti (3.544, -1.641, -29.452)  0.8762
O (6.508, -3.211, -28.351)  -1.3598
H (7.140, -3.948, -28.246)  0.4371
C (3.711, -6.359, -25.608)  -0.2390
O (5.106, -6.228, -25.577)  -0.7208
H (3.397, -6.232, -26.644)  0.1458
H (3.336, -7.308, -25.223)  0.2053
H (3.298, -5.538, -25.022)  0.1530
H (5.367, -5.409, -26.006)  0.4546
C (5.628, -6.515, -31.701)  -0.2651
O (5.797, -5.121, -31.747)  -0.7483
H (4.564, -6.702, -31.848)  0.1793
H (6.299, -6.807, -32.509)  0.1927
H (5.976, -7.106, -30.855)  0.1833
H (5.756, -4.819, -30.837)  0.4611

Atoms 1-3, force components in eV/Å:
Ti -0.1 -0.6 -0.2
Ti -0.9 -0.7 0.8
Ti 0.6 -0.4 -0.1

Output
Total charge: +2
Energy relative to the best compared isomer or geometry (same formula, charge and spin): 133.2 kcal/mol
E_HOMO (spin up / spin down): -13.25 / -14.21 eV
Multiplicity: 10
Gap between HOMO and LUMO (spin up / spin down): 4.48 / 6.15 eV



Computed, not measured: C2HAgFLi2O2 as an isolated structure at a distorted geometry, with the ωB97M-V functional and the def2-TZVPD basis.

Each line ends with the natural charge from an NBO analysis.
Cartesian coordinates (Å):
O (-0.162, -0.492, -0.531)  -0.6235
C (1.006, -0.513, -0.252)  0.5289
C (2.325, -0.454, -0.497)  -0.0596
O (2.884, -0.526, -1.680)  -0.9799
Ag (-2.415, -0.037, 0.950)  0.9570
F (-4.148, 0.801, 2.021)  -0.9582
H (2.901, -0.133, 0.389)  0.1759
Li (2.574, -0.569, -3.393)  0.9706
Li (-4.965, 1.923, 2.993)  0.9887

Atoms 1-3, force components in eV/Å:
O -1.0 0.1 1.5
C 1.1 -0.3 -2.7
C -0.7 1.3 2.4

Output
Total charge: +1
E_HOMO: -9.54 eV
Gap between HOMO and LUMO: 5.42 eV